Entry 1:
{"formula": "C34H37CuNO2P2S2", "method": "ωB97M-V/def2-TZVPD", "symbols": ["Cu", "S", "P", "C", "P", "S", "C", "C", "C", "C", "C", "C", "C", "C", "C", "C", "C", "C", "C", "C", "C", "C", "C", "C", "C", "C", "C", "C", "C", "C", "H", "H", "H", "H", "H", "H", "H", "H", "H", "H", "H", "H", "H", "H", "H", "H", "H", "H", "H", "H", "C", "O", "C", "C", "H", "H", "H", "H", "H", "H", "O", "C", "C", "C", "C", "C", "C", "N", "H", "H", "H", "H", "H", "H", "H", "H", "H", "H", "H"], "xyz": [[0.175, -1.550, -0.862], [-1.085, -0.927, 2.196], [-1.424, 0.127, 0.433], [-0.259, 0.438, -0.851], [1.358, 0.845, -0.825], [2.648, -0.775, -0.870], [1.752, 1.765, -2.387], [3.044, 2.189, -2.685], [3.314, 2.866, -3.863], [2.287, 3.119, -4.770], [1.000, 2.690, -4.483], [0.735, 2.018, -3.295], [2.116, 2.020, 0.397], [1.970, 3.394, 0.244], [2.526, 4.275, 1.159], [3.225, 3.790, 2.255], [3.354, 2.418, 2.431], [2.805, 1.542, 1.508], [-3.182, 0.729, 0.248], [-4.068, 0.669, 1.321], [-5.393, 1.047, 1.178], [-5.866, 1.512, -0.045], [-4.988, 1.591, -1.118], [-3.664, 1.201, -0.971], [-1.073, 1.951, 1.279], [-1.414, 3.097, 0.549], [-1.263, 4.383, 1.047], [-0.732, 4.578, 2.318], [-0.350, 3.465, 3.051], [-0.524, 2.182, 2.539], [3.846, 1.976, -1.987], [4.324, 3.194, -4.078], [2.496, 3.645, -5.695], [0.195, 2.879, -5.184], [-0.259, 1.668, -3.033], [1.411, 3.783, -0.600], [2.388, 5.342, 1.026], [3.649, 4.476, 2.979], [3.882, 2.027, 3.293], [2.910, 0.470, 1.631], [-3.692, 0.315, 2.276], [-6.063, 0.987, 2.030], [-6.902, 1.813, -0.159], [-5.336, 1.957, -2.079], [-2.983, 1.259, -1.813], [-1.822, 2.981, -0.451], [-1.555, 5.236, 0.441], [-0.599, 5.579, 2.716], [0.094, 3.592, 4.035], [-0.244, 1.320, 3.134], [-3.581, -2.620, 0.562], [-2.328, -2.749, -0.062], [-1.854, -1.525, -0.652], [-2.470, -1.410, -2.032], [-4.300, -2.082, -0.072], [-3.489, -2.086, 1.513], [-3.969, -3.628, 0.745], [-2.021, -0.587, -2.587], [-3.561, -1.241, -2.010], [-2.309, -2.339, -2.594], [0.524, -3.537, -0.972], [0.573, -4.286, -0.015], [0.618, -3.805, 1.406], [1.946, -4.288, 2.016], [3.120, -4.298, 1.017], [3.259, -5.599, 0.206], [2.147, -5.851, -0.816], [0.821, -5.654, -0.214], [-0.263, -4.131, 1.962], [0.558, -2.715, 1.393], [1.843, -5.293, 2.446], [2.181, -3.625, 2.850], [4.052, -4.147, 1.568], [3.028, -3.437, 0.346], [3.287, -6.440, 0.912], [4.220, -5.607, -0.317], [2.217, -6.863, -1.224], [2.217, -5.155, -1.650], [0.768, -6.147, 0.669]], "mulliken_spin": [0.27, 0.00, -0.06, 0.14, 0.01, 0.06, 0.00, 0.00, 0.00, 0.00, 0.01, -0.01, 0.02, 0.01, 0.00, 0.00, 0.00, 0.01, -0.01, 0.02, 0.00, 0.01, -0.01, 0.00, 0.03, -0.01, 0.01, 0.00, 0.00, 0.00, 0.00, 0.00, 0.00, 0.00, 0.00, -0.01, 0.00, 0.00, 0.00, 0.00, 0.00, 0.00, 0.00, 0.00, 0.00, -0.01, 0.00, 0.00, 0.00, 0.00, 0.04, -0.02, 0.48, -0.02, 0.00, 0.00, -0.01, 0.00, 0.00, 0.01, 0.01, 0.00, 0.01, 0.00, 0.00, 0.00, 0.00, 0.00, 0.00, 0.00, 0.00, 0.00, 0.00, 0.00, 0.00, 0.00, 0.00, 0.00, 0.00], "charge": -2, "spin_multiplicity": 2}


Entry 2:
{"formula": "C34H37F6GeNO4P2Zn", "method": "ωB97M-V/def2-TZVPD", "symbols": ["Zn", "C", "P", "C", "C", "C", "C", "C", "C", "C", "P", "C", "C", "H", "H", "H", "H", "H", "H", "H", "H", "H", "H", "H", "H", "H", "H", "H", "H", "C", "C", "C", "C", "C", "C", "C", "F", "C", "C", "C", "O", "C", "C", "N", "C", "C", "O", "O", "H", "H", "H", "H", "H", "H", "H", "H", "H", "H", "H", "C", "Ge", "C", "C", "C", "H", "H", "H", "H", "H", "H", "H", "H", "H", "H", "F", "C", "C", "F", "C", "F", "C", "O", "C", "F", "C", "F"], "xyz": [[0.461, 0.585, 1.016], [-1.425, 3.674, 3.138], [-1.409, 1.849, 2.831], [-0.818, 1.285, 4.478], [-3.224, 1.460, 2.974], [-4.160, 2.419, 3.367], [-5.518, 2.132, 3.419], [-5.969, 0.867, 3.077], [-5.050, -0.096, 2.685], [-3.688, 0.179, 2.620], [-2.417, -1.066, 2.117], [-2.682, -2.290, 3.485], [-3.285, -1.976, 0.764], [-1.809, 3.949, 4.124], [-2.000, 4.179, 2.358], [-0.389, 4.010, 3.058], [-1.502, 1.572, 5.285], [0.165, 1.733, 4.643], [-0.656, 0.206, 4.438], [-3.834, 3.416, 3.630], [-6.222, 2.900, 3.717], [-7.028, 0.635, 3.104], [-5.406, -1.084, 2.412], [-3.725, -2.614, 3.566], [-2.369, -1.847, 4.433], [-2.043, -3.155, 3.294], [-4.360, -2.091, 0.925], [-2.833, -2.968, 0.702], [-3.109, -1.455, -0.178], [3.052, 0.341, -6.142], [3.931, -0.122, -4.981], [4.704, -1.397, -5.288], [3.753, -2.571, -5.484], [2.772, -2.662, -4.342], [2.132, -3.847, -4.055], [1.234, -3.916, -2.998], [0.633, -5.107, -2.751], [0.951, -2.836, -2.212], [1.587, -1.628, -2.485], [1.271, -0.454, -1.633], [0.433, -0.576, -0.755], [1.991, 0.764, -1.942], [2.847, 0.752, -2.987], [3.129, -0.321, -3.773], [2.497, -1.537, -3.541], [1.865, 2.099, -1.193], [2.383, 3.072, -1.755], [1.275, 2.098, -0.076], [3.646, 0.462, -7.052], [2.587, 1.297, -5.899], [2.252, -0.376, -6.335], [4.643, 0.668, -4.744], [5.374, -1.606, -4.450], [5.318, -1.240, -6.176], [4.315, -3.503, -5.557], [3.214, -2.457, -6.429], [2.332, -4.733, -4.647], [0.254, -2.882, -1.384], [3.359, 1.675, -3.236], [2.761, -1.056, 5.199], [2.820, -0.327, 3.323], [4.506, -1.210, 2.681], [3.412, 1.540, 3.633], [1.214, -0.550, 2.416], [3.747, -1.056, 5.692], [2.377, -2.081, 5.182], [2.072, -0.450, 5.797], [5.300, -1.130, 3.436], [4.851, -0.740, 1.754], [4.322, -2.270, 2.477], [4.368, 1.550, 4.167], [2.674, 2.082, 4.234], [3.532, 2.073, 2.685], [1.115, -1.606, 2.106], [-5.183, 2.308, -4.271], [-4.367, 1.973, -3.238], [-4.427, 2.649, -2.032], [-5.305, 3.667, -1.892], [-3.606, 2.298, -0.982], [-3.715, 3.004, 0.168], [-2.659, 1.237, -1.030], [-1.936, 0.925, -0.041], [-2.645, 0.581, -2.295], [-1.800, -0.456, -2.487], [-3.465, 0.932, -3.348], [-3.396, 0.246, -4.512]], "lowdin_charge": [0.53, -0.30, 0.90, -0.30, -0.37, -0.11, -0.11, -0.11, -0.11, -0.38, 0.93, -0.30, -0.27, 0.03, 0.03, 0.03, 0.03, 0.02, 0.00, 0.08, 0.09, 0.09, 0.08, 0.02, 0.02, 0.03, 0.02, 0.03, 0.02, -0.03, -0.33, -0.15, -0.14, -0.14, 0.03, -0.26, 0.04, 0.08, -0.03, -0.29, -0.01, -0.01, 0.02, 0.00, -0.08, -0.61, -0.02, -0.07, 0.08, 0.09, 0.08, 0.14, 0.13, 0.11, 0.11, 0.11, 0.12, 0.14, 0.14, -0.27, 0.56, -0.28, -0.26, -0.50, -0.02, -0.01, -0.02, -0.02, -0.01, -0.01, -0.01, -0.01, 0.00, -0.14, 0.05, -0.18, -0.17, 0.07, -0.13, 0.07, -0.34, -0.13, -0.14, 0.07, -0.17, 0.07], "charge": -2}


Entry 3:
{"formula": "C34H37F6N3O4", "method": "ωB97M-V/def2-TZVPD", "symbols": ["C", "N", "C", "C", "C", "C", "C", "C", "C", "C", "O", "O", "C", "C", "C", "O", "C", "O", "C", "C", "H", "H", "H", "H", "H", "H", "H", "H", "H", "H", "H", "H", "H", "H", "H", "H", "H", "H", "C", "N", "C", "C", "F", "F", "F", "C", "C", "C", "C", "C", "C", "C", "C", "C", "N", "C", "C", "C", "F", "F", "F", "C", "C", "C", "C", "H", "H", "H", "H", "H", "H", "H", "H", "H", "H", "H", "H", "H", "H", "H", "H", "H", "H", "H"], "xyz": [[-6.625, 0.346, 5.591], [-6.419, 0.819, 4.237], [-7.638, 0.959, 3.460], [-5.146, 0.841, 3.637], [-4.604, -0.304, 3.008], [-3.452, -0.212, 2.235], [-2.808, 1.010, 2.056], [-1.611, 1.134, 1.102], [-0.319, 0.986, 1.797], [0.057, 2.082, 2.678], [-0.272, 3.243, 2.476], [0.723, 1.762, 3.851], [1.603, 0.621, 3.774], [2.813, 0.931, 2.910], [2.009, 0.277, 5.211], [0.878, -0.519, 3.275], [0.112, -0.350, 2.144], [-0.239, -1.338, 1.516], [-3.276, 2.124, 2.747], [-4.413, 2.048, 3.540], [-5.658, 0.305, 6.104], [-7.298, 1.038, 6.119], [-7.091, -0.653, 5.592], [-7.426, 1.351, 2.457], [-8.162, -0.005, 3.365], [-8.319, 1.652, 3.973], [-5.140, -1.260, 3.077], [-3.043, -1.098, 1.739], [-1.690, 0.356, 0.334], [-1.636, 2.138, 0.654], [2.501, 1.327, 1.934], [3.442, 1.675, 3.412], [3.411, 0.017, 2.780], [1.125, 0.156, 5.847], [2.588, -0.651, 5.220], [2.635, 1.076, 5.625], [-2.737, 3.068, 2.643], [-4.790, 2.947, 4.042], [4.910, -4.798, -1.617], [4.332, -4.142, -0.473], [4.383, -4.838, 0.800], [3.115, -5.633, 0.936], [3.004, -6.345, 2.086], [2.026, -4.791, 0.861], [3.000, -6.506, -0.125], [3.621, -2.987, -0.619], [3.714, -1.959, 0.343], [2.966, -0.820, 0.174], [1.934, -0.760, -0.786], [1.162, 0.436, -0.901], [1.074, 1.130, -2.121], [0.328, 2.350, -2.201], [0.028, 2.887, -3.424], [0.421, 2.226, -4.621], [-0.235, 2.464, -5.823], [-1.668, 2.704, -5.760], [0.442, 3.051, -6.974], [0.883, 2.102, -8.055], [1.273, 2.767, -9.192], [1.964, 1.348, -7.653], [-0.122, 1.234, -8.398], [1.362, 1.179, -4.543], [1.723, 0.670, -3.323], [1.818, -1.837, -1.716], [2.762, -2.846, -1.738], [5.380, -4.045, -2.272], [5.678, -5.504, -1.282], [4.140, -5.326, -2.203], [5.224, -5.534, 0.798], [4.424, -4.122, 1.620], [4.458, -2.050, 1.137], [3.183, 0.075, 0.745], [0.798, 0.919, -0.001], [-0.021, 2.803, -1.263], [-0.544, 3.817, -3.497], [-1.992, 2.641, -4.715], [-1.912, 3.698, -6.153], [-2.214, 1.939, -6.329], [-0.275, 3.721, -7.459], [1.351, 3.575, -6.654], [1.716, 0.746, -5.479], [2.466, -0.126, -3.294], [1.005, -1.841, -2.441], [2.828, -3.570, -2.561]], "lowdin_charge": [-0.09, -0.26, -0.09, -0.27, -0.01, -0.03, -0.19, -0.14, -0.18, -0.46, 0.05, 0.06, -0.53, 0.00, 0.01, 0.06, -0.48, 0.05, -0.03, -0.01, 0.09, 0.08, 0.07, 0.09, 0.07, 0.07, 0.11, 0.11, 0.11, 0.11, 0.08, 0.10, 0.09, 0.10, 0.09, 0.09, 0.11, 0.11, -0.05, -0.15, -0.04, -0.53, 0.13, 0.12, 0.11, -0.23, 0.02, 0.00, -0.19, 0.14, -0.16, 0.04, -0.01, -0.20, -0.13, -0.04, -0.05, -0.53, 0.12, 0.09, 0.12, 0.02, 0.02, -0.01, 0.01, 0.10, 0.10, 0.09, 0.14, 0.13, 0.12, 0.09, 0.10, 0.14, 0.13, 0.09, 0.09, 0.10, 0.14, 0.15, 0.12, 0.12, 0.13, 0.12]}


E, respectively: -4642.51242 -6811.67781 -2382.12057 Ha.